Formula: C4H5NOS2
Source: OMol25
Level of theory: the ωB97M-V functional and the def2-TZVPD basis

```
13
Properties=species:S:1:pos:R:3:forces:R:3
N 0.154 2.661 -0.136 0.132 -0.426 0.029
C 0.407 1.537 -0.134 -0.190 0.367 -0.099
C 0.676 0.123 -0.167 0.100 -0.042 0.231
S 2.314 -0.363 -0.706 -0.088 -0.069 -0.181
C -0.464 -0.805 -0.603 -0.178 0.408 0.241
S -2.065 -0.161 -1.093 0.072 -0.077 0.092
C -0.079 -0.747 0.847 -0.088 0.294 -0.072
O -0.901 -0.157 1.777 -0.443 0.156 -0.422
H 2.972 -0.058 0.420 -0.067 0.049 0.111
H -0.150 -1.657 -1.167 0.175 -0.355 -0.206
H -1.653 1.004 -1.614 0.065 0.003 0.044
H 0.478 -1.559 1.274 0.221 -0.260 -0.064
H -1.688 0.181 1.300 0.289 -0.050 0.297
```
Forces are in eV/Å.

Properties
**Largest force on an atom**: 0.63 eV/Å
**SMILES**: N#C[C@]1(S)[C@H](S)[C@@H]1O
**Energy**: -1081.73635 Eh
**Charge**: 0
**HOMO-LUMO gap**: 10.210 eV
**Energy relative to the best compared isomer or geometry (same formula, charge and spin)**: 149.42 kJ/mol
**HOMO**: -9.7 eV

Here are the natural (NBO) charges for atoms 1 to 5, given in e: N -0.30; C 0.27; C -0.35; S 0.05; C -0.37

Formula: C34H44CrN3O3PSi
Source: OMol25
Level of theory: the ωB97M-V functional and the def2-TZVPD basis

```
87
Properties=species:S:1:pos:R:3:forces:R:3
Cr 0.527 1.724 0.173 -0.209 -0.375 -0.171
N 2.143 3.229 0.161 0.036 -0.015 0.054
C 1.556 4.598 0.159 -0.017 0.000 0.017
C 0.218 4.556 0.877 -0.004 -0.010 -0.050
N -0.638 3.512 0.268 0.001 0.013 0.010
C -1.229 3.873 -1.040 -0.025 -0.027 0.000
C -0.337 3.464 -2.212 -0.050 0.035 0.010
N 0.319 2.171 -1.928 0.115 -0.033 -0.037
H 2.637 3.127 1.045 0.069 -0.032 -0.047
H 2.855 3.140 -0.558 -0.055 0.009 -0.032
H 1.432 4.914 -0.872 0.031 0.048 0.001
H 2.225 5.313 0.639 -0.039 -0.019 0.026
H -0.265 5.536 0.840 0.018 -0.015 -0.022
H 0.370 4.278 1.920 -0.008 0.021 -0.002
H -1.388 3.293 0.916 0.010 0.053 0.028
H -1.426 4.948 -1.092 -0.044 -0.019 -0.005
H -2.191 3.362 -1.115 0.118 -0.002 -0.018
H 0.442 4.201 -2.393 -0.023 0.010 -0.012
H -0.937 3.412 -3.124 0.001 0.019 0.039
H 1.124 2.055 -2.535 -0.012 -0.003 0.017
H -0.319 1.407 -2.140 0.026 0.018 -0.030
O 2.133 2.540 3.627 0.095 -0.021 0.006
C 1.840 1.805 2.716 -0.152 -0.044 0.044
O 0.682 1.872 2.086 0.046 0.089 -0.022
C 2.845 0.775 2.177 -0.090 0.009 0.019
P 2.207 0.047 0.615 0.048 0.101 -0.046
C 1.692 -1.610 1.122 0.052 0.027 -0.049
C 0.708 -1.695 2.103 0.038 0.025 0.070
C 0.282 -2.933 2.552 -0.005 -0.018 -0.029
C 0.833 -4.089 2.015 -0.018 0.022 0.012
C 1.813 -4.006 1.037 -0.006 -0.004 -0.023
C 2.249 -2.767 0.590 -0.098 -0.014 -0.116
C 3.631 -0.165 -0.482 0.042 0.017 0.072
C 4.897 -0.488 0.004 -0.012 0.004 0.018
C 5.962 -0.644 -0.868 0.002 -0.006 -0.016
C 5.771 -0.486 -2.235 0.016 -0.004 0.003
C 4.514 -0.174 -2.730 0.008 -0.008 -0.006
C 3.451 -0.011 -1.854 -0.045 -0.021 -0.004
H 2.998 0.005 2.935 0.008 0.052 -0.002
H 3.804 1.277 2.032 0.004 -0.029 -0.010
H 0.270 -0.794 2.515 0.013 -0.026 0.008
H -0.488 -2.990 3.309 -0.038 -0.002 0.031
H 0.496 -5.058 2.358 -0.007 -0.014 0.011
H 2.238 -4.907 0.616 0.004 -0.009 -0.003
H 3.000 -2.712 -0.189 0.021 0.017 0.022
H 5.053 -0.628 1.067 0.006 -0.006 0.028
H 6.941 -0.894 -0.484 0.017 -0.001 0.007
H 6.604 -0.611 -2.913 0.012 -0.002 -0.013
H 4.362 -0.063 -3.795 -0.003 0.004 -0.026
H 2.462 0.208 -2.241 -0.010 0.014 -0.002
C -2.977 0.404 -2.558 0.020 0.049 0.022
C -3.421 -0.051 -1.165 0.005 0.064 0.004
C -4.113 1.111 -0.442 0.066 0.004 0.007
C -4.426 -1.200 -1.318 0.014 0.011 -0.043
Si -1.933 -0.635 -0.154 0.085 -0.077 0.025
O -0.795 0.568 -0.133 -0.030 0.246 0.195
C -1.114 -2.076 -1.036 -0.009 0.024 0.021
C -0.026 -1.808 -1.871 -0.001 0.029 -0.029
C 0.592 -2.800 -2.615 0.014 0.008 0.000
C 0.132 -4.105 -2.536 0.003 -0.021 0.004
C -0.944 -4.402 -1.713 0.018 -0.015 -0.012
C -1.559 -3.398 -0.978 -0.003 -0.013 0.052
C -2.492 -0.946 1.606 0.022 -0.028 -0.010
C -2.183 -0.006 2.593 0.045 0.049 -0.031
C -2.596 -0.170 3.907 -0.008 -0.009 0.001
C -3.340 -1.285 4.263 -0.012 -0.005 0.033
C -3.670 -2.226 3.300 -0.006 -0.020 0.016
C -3.250 -2.056 1.989 -0.009 0.003 -0.056
H -3.846 0.654 -3.172 -0.026 -0.004 -0.027
H -2.409 -0.367 -3.084 0.002 -0.045 -0.018
H -2.361 1.309 -2.509 -0.001 0.018 0.020
H -4.964 1.472 -1.026 -0.016 0.014 -0.033
H -3.434 1.956 -0.289 -0.031 -0.048 0.032
H -4.487 0.808 0.537 -0.012 -0.006 0.033
H -5.313 -0.839 -1.847 -0.031 -0.011 -0.017
H -4.758 -1.583 -0.352 -0.011 -0.002 0.025
H -4.013 -2.027 -1.898 0.031 -0.025 0.013
H 0.354 -0.793 -1.933 0.023 0.013 0.001
H 1.434 -2.558 -3.252 0.012 0.002 -0.011
H 0.608 -4.888 -3.111 0.006 -0.012 -0.011
H -1.308 -5.418 -1.643 -0.009 -0.018 0.001
H -2.398 -3.667 -0.349 -0.021 0.009 0.026
H -1.578 0.859 2.342 -0.010 0.014 0.009
H -2.332 0.568 4.653 0.008 0.023 0.010
H -3.664 -1.418 5.287 -0.004 -0.003 0.007
H -4.255 -3.096 3.569 -0.010 -0.016 0.003
H -3.526 -2.808 1.262 -0.003 -0.026 -0.021
```
Forces are in eV/Å.

Properties
**Largest force on an atom**: 0.46 eV/Å
**Energy**: -3387.27459 Eh
**Charge**: +1
**2S+1**: 2
**HOMO-LUMO gap (spin up / spin down)**: 8.166 / 8.692 eV
**Energy relative to the best compared isomer or geometry (same formula, charge and spin)**: 38.43 kJ/mol
**HOMO (spin up / spin down)**: -11.2 / -11.2 eV

Here are the Löwdin charges for atoms 1 to 5, given in e: Cr 0.61; N 0.01; C -0.17; C -0.16; N -0.11

Formula: C5H5NO
Source: OMol25
Level of theory: the ωB97M-V functional and the def2-TZVPD basis

```
12
Properties=species:S:1:pos:R:3:forces:R:3
N 3.397 -0.182 0.511 -10.398 -3.550 -7.262
C 2.282 -0.524 -0.195 7.789 3.919 6.940
C 0.809 -0.378 -0.427 -2.420 -2.137 3.872
C -0.154 -1.402 -0.066 0.187 3.176 -1.629
O -1.505 -1.077 0.220 3.681 2.532 -0.587
C -1.527 0.452 0.291 1.134 0.450 -1.136
C 0.063 1.063 -0.190 -1.027 -4.832 -2.910
H -0.113 -2.445 -0.254 0.633 -0.877 0.245
H -1.801 0.733 1.352 0.552 -0.256 -1.336
H -2.327 0.784 -0.445 1.116 -0.407 1.042
H 0.562 1.678 0.491 0.485 0.872 1.133
H 0.312 1.300 -1.289 -1.731 1.111 1.628
```
Forces are in eV/Å.

Properties
**Largest force on an atom**: 13.17 eV/Å
**SMILES**: N#CC1=COCC1
**Energy**: -323.32101 Eh
**Charge**: 0
**HOMO-LUMO gap**: 9.014 eV
**Energy relative to the best compared isomer or geometry (same formula, charge and spin)**: 521.62 kJ/mol
**HOMO**: -9.0 eV

Here are the natural (NBO) charges for atoms 1 to 5, given in e: N -0.31; C 0.24; C -0.26; C 0.24; O -0.49